18
Properties=species:S:1:pos:R:3:forces:R:3 method="wB97M-V/def2-TZVPD" orbital_gap_ev=8.73 e_above_lowest_ev=1.676 smiles="C=C/C=C/N.O.O" e_homo_ha=-0.294 total_energy_ha=-364.20660 total_charge=0 lumo_energy_ev=0.75
N -0.059840 -1.321943 1.189533 -0.265 -0.122 -0.140
C -0.660130 -0.105178 0.917782 0.771 -0.862 0.360
C -0.027993 1.058669 1.058745 -0.496 1.088 -0.073
C -0.732770 2.285646 0.683095 0.272 0.448 0.084
C -0.151505 3.423913 0.294561 -0.025 -0.625 0.089
H 0.946539 -1.291111 1.177042 0.081 -0.140 0.109
H -0.412406 -2.131983 0.701350 -0.023 0.025 0.049
H -1.674813 -0.149088 0.563753 -0.316 0.006 0.045
H 1.008628 1.135577 1.371759 0.014 -0.170 -0.036
H -1.811920 2.259544 0.741283 -0.247 -0.270 -0.480
H -0.706096 4.195517 -0.217737 -0.033 0.299 0.447
H 0.915150 3.520419 0.425093 0.244 0.166 -0.383
H 0.571070 -3.827751 -2.118084 -0.146 0.146 0.452
H 0.222043 -2.474638 -1.505989 0.226 0.113 -0.106
O 0.277415 -3.415423 -1.289790 -0.016 -0.163 -0.361
H 0.547393 -0.015967 -0.970288 -0.043 -0.085 0.066
H 1.083551 0.140257 -2.371289 0.005 -0.244 -0.094
O 0.864994 -0.539928 -1.722791 -0.003 0.390 -0.030

***

45
Properties=species:S:1:pos:R:3:forces:R:3 method="wB97M-V/def2-TZVPD" orbital_gap_ev=7.74 smiles="O=C(O)COc1cc2cc(-c3ncc(C(=O)O)o3)oc2cc1N(CC(=O)O)CC(=O)O" e_homo_ha=-0.304 total_energy_ha=-1631.49336 total_charge=0 lumo_energy_ev=-0.53
O 3.253047 -5.954802 7.092556 -0.591 -0.454 -0.876
O -3.824767 -2.114449 -3.830100 0.496 0.979 0.029
O 0.064994 4.030879 0.739994 0.126 0.118 0.214
O 1.388588 2.589996 -3.635961 0.189 0.210 2.709
N 1.975094 -2.336629 5.417324 -0.210 -1.152 -1.546
O 2.164130 -6.971813 5.362848 0.044 1.586 -0.225
O -3.236735 0.057108 -3.848216 0.755 -0.715 0.675
O -1.960617 4.992887 0.694087 -0.014 -1.009 -0.058
O 1.896889 2.832052 -1.380182 -1.662 -0.291 -1.340
O 1.878266 -4.261327 4.235737 -0.710 0.292 -0.461
O 0.994566 -0.876740 2.919576 0.067 0.474 0.660
O -0.993616 -0.663278 -2.204091 -0.872 0.091 -0.414
C 2.642482 -5.898083 6.043359 0.205 0.026 0.396
C -3.087350 -1.223182 -3.453284 -0.597 -1.437 0.065
C -1.118101 3.935936 0.542288 0.420 0.259 -0.448
C 1.059885 2.579634 -2.452652 0.533 -0.184 -1.558
C 1.665427 -2.924436 4.265129 0.351 2.066 0.777
C 2.424639 -3.381050 6.165366 0.103 -1.056 0.493
C 2.326509 -4.576296 5.487936 0.369 1.510 0.466
C 1.201050 -2.210027 3.050958 -0.236 -3.032 -2.100
C 0.919119 -2.890843 1.862490 -0.096 1.739 0.905
C -0.010651 -1.846508 -0.351155 -0.275 1.145 -0.817
C 0.167238 0.560492 1.052981 0.252 0.346 1.317
C 0.547891 -0.653308 1.637527 -0.284 0.386 0.091
C -0.395720 -0.650049 -0.977798 -0.064 -0.879 1.287
C 0.459250 -1.838382 0.954144 0.556 -1.509 0.129
C -0.300909 0.573382 -0.255963 -0.092 0.770 -0.526
N -0.735271 1.826306 -0.814948 -0.654 0.441 1.442
C -2.052537 -1.649198 -2.397866 1.954 1.344 -1.212
C -1.712709 2.629620 -0.020508 0.279 0.403 -2.057
C -0.419724 2.274721 -2.173165 -0.077 -0.428 0.966
H 2.322391 -7.725525 5.917067 0.297 -0.897 0.539
H -3.982128 0.015708 -4.460841 -0.192 0.149 -0.205
H -1.460981 5.758200 1.029605 0.089 -0.370 -0.086
H 1.313179 2.880796 -0.585863 0.372 -0.011 -0.295
H 2.800192 -3.276010 7.172246 -0.135 0.093 -0.057
H 1.017001 -3.953593 1.659895 -0.046 0.345 0.198
H -0.110632 -2.761779 -0.892477 -0.020 -0.477 -0.222
H 0.184030 1.475085 1.683219 0.123 -0.572 -0.770
H -1.537515 -2.571153 -2.727791 -0.856 0.275 0.044
H -2.588488 -1.787925 -1.488670 -0.412 -0.284 0.826
H -2.162349 2.052147 0.763628 -0.056 -0.364 0.460
H -2.518845 2.890707 -0.733172 0.112 0.095 0.534
H -0.962571 3.185183 -2.419580 -0.050 0.273 0.397
H -0.817518 1.568226 -2.890424 0.508 -0.298 -0.347

***

120
Properties=species:S:1:pos:R:3:forces:R:3 method="wB97M-V/def2-TZVPD" orbital_gap_ev=10.81 e_above_lowest_ev=0.957 e_homo_ha=-0.398 total_energy_ha=-3737.03079 total_charge=0 lumo_energy_ev=-0.02
C -1.823552 0.198645 -3.773434 0.551 -0.013 -0.135
N -2.965348 -0.068123 -2.831182 -1.363 0.060 -0.369
O -4.130058 -0.218661 -3.252156 2.170 0.197 0.100
O -2.693594 -0.141741 -1.651906 0.135 -0.206 0.050
H -0.982663 -0.459138 -3.439889 -0.889 0.441 -0.405
H -1.475867 1.262529 -3.745316 -0.724 -0.843 0.390
H -2.187469 -0.015825 -4.778713 0.143 -0.146 0.216
C 1.149528 -2.979180 -5.392803 0.222 -0.285 1.396
N 1.741735 -2.024580 -4.358525 0.665 1.201 -0.937
O 2.868734 -1.556019 -4.569017 -1.518 -1.134 0.413
O 1.025178 -1.654016 -3.443713 0.275 -0.379 0.000
H 1.608925 -3.968257 -5.141969 -0.537 0.752 -0.284
H 1.532431 -2.612187 -6.339602 -0.285 -0.064 -0.148
H 0.041422 -2.953007 -5.228763 1.123 -0.129 -0.332
C 2.298013 1.780502 -3.239104 -0.361 -0.530 0.115
N 3.613919 1.123285 -3.228500 -0.304 -0.093 -0.324
O 4.017122 0.818404 -2.141015 0.764 -0.357 1.501
O 4.170414 0.842350 -4.263113 -0.036 0.521 -0.336
H 2.212666 2.562579 -2.518726 0.557 0.678 0.402
H 1.593956 1.040896 -2.875945 -0.165 -0.353 -0.386
H 2.120181 2.110349 -4.225205 -0.474 0.294 -0.970
C 2.580724 1.646305 1.060614 2.276 1.844 -0.285
N 2.256879 2.811320 2.009012 -1.150 -1.482 1.332
O 2.935849 3.806447 1.985309 -0.090 -0.116 -0.354
O 1.307966 2.630468 2.805489 1.369 0.326 -1.354
H 2.173243 1.969390 0.103721 -0.363 -0.358 0.037
H 2.244768 0.702868 1.452888 -0.334 -0.060 0.186
H 3.715074 1.684625 0.916965 -1.604 -0.196 0.451
C -2.094636 4.679276 -2.200535 0.663 -1.624 0.230
N -2.403439 3.797050 -3.314229 0.342 -1.643 -0.725
O -3.543190 3.473077 -3.506784 -1.419 0.180 0.229
O -1.505730 3.349215 -4.018118 0.541 0.884 0.441
H -2.906359 4.818866 -1.556285 -1.139 -0.053 0.694
H -1.810875 5.532373 -2.643263 0.751 3.544 -1.624
H -1.201837 4.351899 -1.720246 0.321 -0.555 0.381
C -2.985137 1.459440 4.724109 -1.674 -1.356 2.146
N -1.816367 2.348245 4.766741 -0.432 -2.222 0.769
O -1.720075 3.102350 3.856662 0.640 1.783 -1.237
O -1.037999 2.174581 5.681675 0.354 0.618 0.085
H -2.888895 0.648252 5.512325 0.080 1.284 -0.853
H -3.056277 0.923638 3.791830 0.128 0.441 -0.496
H -3.902366 2.064219 4.953889 0.926 -0.449 -0.463
C 2.116684 1.453571 5.995196 -1.578 -0.380 0.760
N 3.055019 0.303365 6.191918 -1.483 0.223 -2.303
O 3.788834 0.362329 7.133534 0.909 -0.568 0.684
O 2.963383 -0.605404 5.355535 0.535 0.723 1.287
H 1.091639 1.068746 6.286608 1.204 0.440 -0.636
H 2.119660 1.877911 5.000536 0.057 -0.625 -0.395
H 2.377486 2.241479 6.672611 0.319 0.143 0.530
C -1.462246 -2.640940 2.263740 -1.933 -1.602 -1.131
N -1.725814 -1.468222 3.066387 1.866 0.592 -0.312
O -1.082890 -0.450106 2.761810 -1.052 -0.826 0.484
O -2.431937 -1.585785 4.016840 -1.154 0.376 1.287
H -0.468110 -2.919543 2.389027 1.824 -0.166 0.297
H -1.588572 -2.296767 1.247204 -0.106 -0.304 -0.356
H -2.081949 -3.566829 2.508814 0.410 1.798 -0.155
C 3.632991 -3.588253 2.228094 0.745 -1.302 0.857
N 2.242710 -3.052562 2.419859 1.911 -0.454 -0.046
O 2.031235 -1.956813 1.962613 -0.527 0.566 -0.017
O 1.474809 -3.755017 3.006822 -0.851 -0.334 0.565
H 3.665540 -4.194951 1.332447 -0.364 0.312 -0.625
H 3.885449 -4.386041 2.999020 -0.512 1.569 -0.451
H 4.346531 -2.757617 2.163813 -0.361 -0.326 0.190
C -6.146113 -1.258658 3.045441 0.083 0.570 -0.446
N -5.765985 -2.008439 1.766872 0.999 0.970 2.854
O -4.575157 -2.015938 1.504406 -0.152 -0.203 -0.760
O -6.649371 -2.588715 1.229591 -0.669 -0.795 -1.293
H -6.408920 -1.993401 3.822793 0.390 0.160 -0.451
H -7.062303 -0.724812 2.758602 0.459 0.122 0.254
H -5.288353 -0.592784 3.330700 -1.022 -0.771 -0.295
C -1.022233 1.270047 0.610454 -1.647 0.519 2.138
N -1.310351 2.068357 -0.599588 0.654 -0.443 -1.075
O -0.390812 2.200841 -1.397452 0.249 0.033 0.283
O -2.431872 2.452079 -0.856666 -0.039 -0.287 1.054
H -0.006546 0.901063 0.653893 -0.029 0.167 -0.432
H -1.757606 0.438803 0.588996 0.549 0.613 -0.004
H -1.229025 1.904753 1.554364 0.265 -0.879 -1.677
C 0.491338 5.957318 2.210269 1.493 0.447 -0.360
N -0.210899 5.822442 0.891236 -0.068 -0.137 0.284
O -0.155666 4.714968 0.382909 -0.081 0.192 -0.099
O -0.760932 6.792548 0.394762 0.397 -0.602 0.398
H 1.574808 6.144020 1.947353 -1.165 -0.274 0.201
H 0.454040 5.023851 2.789364 -0.331 0.353 -0.400
H 0.122187 6.845354 2.709809 -0.238 -0.137 0.062
C 6.317525 -0.564502 5.371484 1.842 0.561 0.042
C 5.777743 0.354576 4.376369 0.156 0.161 -0.557
N 5.419231 1.046033 3.526024 0.013 -0.335 0.573
H 5.798603 -1.469291 5.385415 -1.138 -1.447 -0.290
H 6.215435 -0.192066 6.384083 0.153 0.399 0.026
H 7.392072 -0.838929 5.156822 -1.081 0.661 0.157
C -5.745025 2.002932 -1.659872 -2.586 -0.392 0.137
C -6.519565 1.371492 -0.539354 -0.810 -0.041 3.463
N -7.116801 1.000054 0.416049 2.047 0.986 -3.466
H -5.337342 1.173296 -2.208160 0.266 0.009 -0.575
H -5.003996 2.756013 -1.445579 0.186 -0.122 0.725
H -6.569806 2.511963 -2.219082 0.883 -0.431 -0.114
C -0.165821 -5.498292 -1.940952 -0.755 -0.166 -0.672
C 0.289003 -4.830170 -0.707880 -0.674 -1.024 -1.219
N 0.514756 -4.349442 0.303257 0.356 0.456 0.476
H -1.067350 -4.971379 -2.356871 1.036 -0.302 0.366
H -0.464171 -6.549977 -1.795681 0.073 0.466 0.582
H 0.598496 -5.585662 -2.721195 0.064 0.590 0.323
C 2.972379 -2.136087 -0.868381 -0.534 -0.390 -0.307
C 3.158570 -3.359837 -1.693537 0.598 -0.632 -0.955
N 3.345623 -4.313449 -2.339631 -0.558 1.681 1.204
H 3.019212 -1.185707 -1.437359 -0.302 -0.847 0.000
H 3.760371 -2.061470 -0.133668 0.272 -0.197 0.179
H 2.020925 -2.277026 -0.318549 0.476 0.404 -0.466
C 4.760163 -0.147917 -7.086104 0.618 0.882 -0.674
C 3.509101 -0.665353 -7.559308 -2.245 0.655 -0.250
N 2.461824 -0.926741 -7.973523 0.892 -0.213 0.342
H 5.018968 -0.633765 -6.169897 0.365 -0.224 0.536
H 4.803460 0.971516 -6.955697 -0.427 -1.282 -0.166
H 5.417874 -0.431211 -7.903799 0.754 0.120 0.255
C -4.045252 -3.503445 -1.887206 1.081 -0.807 -0.074
C -3.093107 -3.350609 -2.973692 -0.872 -0.435 0.692
N -2.267122 -3.204776 -3.741041 1.075 0.192 -1.164
H -3.907093 -2.599149 -1.340505 -0.572 0.670 0.837
H -3.726073 -4.358953 -1.272570 -0.139 0.316 -0.095
H -5.040504 -3.681681 -2.234066 -0.599 0.204 -0.158